Density functional theory data (the ωB97M-V functional and the def2-TZVPD basis) for a cluster of 11 separate species, C44H101Cl3I2N2O17P in total at a distorted geometry.

Last columns: bonded neighbours and bond lengths (Å).
Element x y z (Å)
1 C 7.4667 0.1842 -1.1761  C2 1.548, H40 1.092, H41 1.088, H42 1.086
2 C 6.7362 1.1061 -0.1699  C1 1.548, O3 1.409, H43 1.098, H44 1.097
3 O 5.3962 1.2073 -0.5927  C2 1.409, C4 1.404
4 C 4.5694 1.7352 0.4119  O3 1.404, C5 1.546, H45 1.106, H46 1.093
5 C 3.0371 1.5917 0.2644  C4 1.546, Cl6 1.862, C7 1.609, N32 1.531
6 Cl 2.4931 3.3650 0.4289  C5 1.862
7 C 2.4244 1.1365 -1.1514  C5 1.609, C8 1.552, N12 1.458, O17 1.429
8 C 1.4252 2.1156 -1.8229  C7 1.552, C9 1.512, H47 1.094, H48 1.095
9 C 1.8331 3.3481 -2.5981  C8 1.512, O10 1.177, I11 2.194
10 O 2.7484 4.0736 -2.4540  C9 1.177
11 I 0.4237 3.8689 -4.1972  C9 2.194
12 N 3.4279 0.6540 -2.0929  C7 1.458, C13 1.458, C14 1.460
13 C 4.1136 1.5974 -2.9680  N12 1.458, H49 1.087, H50 1.096, H51 1.095
14 C 2.9267 -0.4003 -2.9700  N12 1.460, C15 1.522, O16 1.200
15 C 3.5278 -1.7969 -2.8927  C14 1.522, H52 1.094, H53 1.087, H54 1.087
16 O 2.1430 -0.1711 -3.8498  C14 1.200
17 O 1.7086 -0.0901 -0.9973  C7 1.429, C18 1.431
18 C 0.6668 -0.3305 -0.0460  O17 1.431, C19 1.568, C26 1.574, C30 1.548
19 C 0.6784 -1.8921 0.0930  C18 1.568, C20 1.525, H55 1.095, H56 1.088
20 C 0.4271 -2.6533 1.3904  C19 1.525, C21 1.530, H57 1.094, H58 1.093
21 C -0.7518 -2.2807 2.2916  C20 1.530, O22 1.433, H59 1.099, H60 1.094
22 O -0.3690 -2.2722 3.6728  C21 1.433, C23 1.368
23 C -1.4216 -2.0838 4.5256  O22 1.368, C24 1.521, O25 1.195
24 C -2.5302 -1.0954 4.1978  C23 1.521, H61 1.093, H62 1.094, H63 1.086
25 O -1.4367 -2.6791 5.5612  C23 1.195
26 C -0.6715 -0.0772 -0.8353  C18 1.574, C27 1.535, H64 1.096, H65 1.092
27 C -1.9815 -0.7570 -0.4150  C26 1.535, C28 1.575, C29 1.562, H66 1.087
28 C -2.5929 -1.3362 -1.7460  C27 1.575, H67 1.095, H68 1.086, H69 1.085
29 C -3.1272 0.1739 0.0948  C27 1.562, H70 1.091, H71 1.090, H72 1.091
30 C 0.9270 0.4975 1.2359  C18 1.548, I31 2.168, N32 1.543, H73 1.091
31 I -0.5687 2.0111 1.6498  C30 2.168
32 N 2.3879 0.9299 1.4828  C5 1.531, C30 1.543, C33 1.489, P37 1.948
33 C 2.4622 1.7298 2.7369  N32 1.489, Cl34 1.831, C35 1.550, H74 1.085
34 Cl 1.8607 0.7451 4.1585  C33 1.831
35 C 3.7793 2.4087 3.1909  C33 1.550, C36 1.552, H75 1.086, H76 1.091
36 C 3.7049 2.9734 4.6346  C35 1.552, H77 1.087, H78 1.086, H79 1.088
37 P 3.1627 -0.8010 1.9286  N32 1.948, O38 1.617, Cl39 2.069
38 O 4.3917 -0.5225 2.9423  P37 1.617, H80 0.975
39 Cl 4.2771 -1.4234 0.2997  P37 2.069
40 H 6.7735 -0.0313 -1.9924  C1 1.092
41 H 7.6792 -0.7681 -0.6939  C1 1.088
42 H 8.3470 0.6540 -1.6052  C1 1.086
43 H 6.8348 0.6588 0.8276  C2 1.098
44 H 7.2252 2.0875 -0.1451  C2 1.097
45 H 4.8781 1.1966 1.3273  C4 1.106
46 H 4.8902 2.7596 0.6178  C4 1.093
47 H 0.9045 1.4852 -2.5498  C8 1.094
48 H 0.6015 2.4406 -1.1782  C8 1.095
49 H 4.4854 2.4701 -2.4372  C13 1.087
50 H 3.5363 1.9368 -3.8357  C13 1.096
51 H 5.0049 1.1090 -3.3765  C13 1.095
52 H 4.6135 -1.7115 -3.0005  C15 1.094
53 H 3.1654 -2.3780 -3.7372  C15 1.087
54 H 3.2526 -2.3213 -1.9806  C15 1.087
55 H 1.6712 -2.2186 -0.2336  C19 1.095
56 H 0.0597 -2.3328 -0.6864  C19 1.088
57 H 1.3063 -2.7390 2.0354  C20 1.094
58 H 0.2625 -3.6917 1.0897  C20 1.093
59 H -1.1059 -1.2754 2.0226  C21 1.099
60 H -1.6038 -2.9544 2.1618  C21 1.094
61 H -2.8297 -1.1255 3.1474  C24 1.093
62 H -2.1498 -0.0843 4.3737  C24 1.094
63 H -3.4009 -1.2870 4.8178  C24 1.086
64 H -0.4039 -0.4891 -1.8148  C26 1.096
65 H -0.8783 0.9731 -1.0507  C26 1.092
66 H -1.9523 -1.6257 0.2386  C27 1.087
67 H -1.9205 -2.1208 -2.1094  C28 1.095
68 H -2.6452 -0.5383 -2.4806  C28 1.086
69 H -3.5765 -1.7602 -1.5708  C28 1.085
70 H -4.0308 -0.4326 0.0160  C29 1.091
71 H -3.0437 0.4430 1.1480  C29 1.090
72 H -3.2437 1.0256 -0.5766  C29 1.091
73 H 0.7309 -0.1713 2.0750  C30 1.091
74 H 1.7644 2.5597 2.7753  C33 1.085
75 H 4.6898 1.8186 3.1417  C35 1.086
76 H 3.9559 3.2931 2.5767  C35 1.091
77 H 4.0311 2.2486 5.3765  C36 1.087
78 H 2.7523 3.4442 4.8589  C36 1.086
79 H 4.4407 3.7750 4.6533  C36 1.088
80 H 4.3176 -1.0355 3.7678  O38 0.975
81 C 2.0756 -5.7805 -2.7754  C82 1.516, H84 1.092, H85 1.091, H86 1.092
82 C 1.8427 -5.5084 -1.3025  C81 1.516, O83 1.430, H87 1.091, H88 1.094
83 O 0.6434 -4.7562 -1.0972  C82 1.430, H89 0.962
84 H 2.1398 -4.8428 -3.3306  C81 1.092
85 H 2.9970 -6.3435 -2.9291  C81 1.091
86 H 1.2477 -6.3516 -3.2007  C81 1.092
87 H 2.6610 -4.9203 -0.8841  C82 1.091
88 H 1.7757 -6.4468 -0.7441  C82 1.094
89 H -0.0877 -5.2715 -1.4514  O83 0.962
90 C -6.5577 -2.7605 1.5157  C91 1.517, H93 1.091, H94 1.091, H95 1.093
91 C -5.6517 -3.5586 0.5973  C90 1.517, O92 1.430, H96 1.089, H97 1.094
92 O -4.3112 -3.0603 0.6296  C91 1.430, H98 0.962
93 H -6.5575 -1.7079 1.2289  C90 1.091
94 H -7.5815 -3.1339 1.4771  C90 1.091
95 H -6.2079 -2.8168 2.5500  C90 1.093
96 H -5.9906 -3.4849 -0.4350  C91 1.089
97 H -5.6495 -4.6145 0.8844  C91 1.094
98 H -4.0040 -3.1364 1.5377  O92 0.962
99 C -4.6682 -1.3286 -6.5569  C100 1.517, H102 1.091, H103 1.091, H104 1.093
100 C -5.2135 -0.9152 -5.2030  C99 1.517, O101 1.429, H105 1.089, H106 1.095
101 O -4.1610 -0.6210 -4.2829  C100 1.429, H107 0.962
102 H -4.0234 -2.2025 -6.4559  C99 1.091
103 H -5.4763 -1.5668 -7.2496  C99 1.091
104 H -4.0652 -0.5277 -6.9913  C99 1.093
105 H -5.7981 -1.7221 -4.7638  C100 1.089
106 H -5.8608 -0.0380 -5.3017  C100 1.095
107 H -3.6449 0.0999 -4.6562  O101 0.962
108 C -4.7069 -2.3426 8.3240  C109 1.516, H111 1.091, H112 1.091, H113 1.093
109 C -5.7990 -2.0339 7.3185  C108 1.516, O110 1.430, H114 1.088, H115 1.094
110 O -5.5373 -2.6648 6.0621  C109 1.430, H116 0.961
111 H -3.7385 -2.0098 7.9476  C108 1.091
112 H -4.9035 -1.8502 9.2771  C108 1.091
113 H -4.6342 -3.4191 8.4972  C108 1.093
114 H -5.8554 -0.9627 7.1356  C109 1.088
115 H -6.7723 -2.3686 7.6909  C109 1.094
116 H -5.4966 -3.6128 6.2139  O110 0.961
117 C 0.8109 7.9876 -7.1792  C118 1.517, H120 1.091, H121 1.091, H122 1.093
118 C -0.4264 7.2099 -7.5862  C117 1.517, O119 1.431, H123 1.088, H124 1.095
119 O -0.1103 5.8462 -7.8820  C118 1.431, H125 0.961
120 H 1.5588 7.9567 -7.9728  C117 1.091
121 H 0.5665 9.0296 -6.9691  C117 1.091
122 H 1.2647 7.5507 -6.2856  C117 1.093
123 H -0.8654 7.6339 -8.4875  C118 1.088
124 H -1.1781 7.2382 -6.7910  C118 1.095
125 H 0.2684 5.4559 -7.0895  O119 0.961
126 C 2.0332 -3.7161 5.9605  C127 1.516, H129 1.090, H130 1.090, H131 1.092
127 C 3.4670 -3.6191 5.4777  C126 1.516, O128 1.432, H132 1.092, H133 1.094
128 O 4.0566 -2.3992 5.9406  C127 1.432, H134 0.961
129 H 1.4587 -2.8596 5.6088  C126 1.090
130 H 1.5525 -4.6272 5.6037  C126 1.090
131 H 1.9945 -3.7087 7.0521  C126 1.092
132 H 3.5076 -3.6018 4.3867  C127 1.092
133 H 4.0670 -4.4642 5.8269  C127 1.094
134 H 4.0268 -2.4171 6.9008  O128 0.961
135 C -1.9731 -7.4961 -6.2068  C136 1.517, H138 1.090, H139 1.091, H140 1.092
136 C -1.0017 -7.0260 -5.1410  C135 1.517, O137 1.427, H141 1.090, H142 1.096
137 O 0.1350 -7.8835 -5.0524  C136 1.427, H143 0.961
138 H -2.3054 -8.5126 -5.9955  C135 1.090
139 H -2.8467 -6.8444 -6.2574  C135 1.091
140 H -1.4929 -7.5078 -7.1878  C135 1.092
141 H -1.4790 -7.0337 -4.1611  C136 1.090
142 H -0.6667 -6.0038 -5.3519  C136 1.096
143 H 0.5717 -7.8776 -5.9087  O137 0.961
144 C -9.0538 2.1451 7.1850  C145 1.517, H147 1.090, H148 1.091, H149 1.093
145 C -7.7147 1.4994 7.4884  C144 1.517, O146 1.425, H150 1.089, H151 1.097
146 O -7.8424 0.4586 8.4537  C145 1.425, H152 0.961
147 H -9.4935 2.5515 8.0959  C144 1.090
148 H -8.9460 2.9509 6.4572  C144 1.091
149 H -9.7552 1.4092 6.7850  C144 1.093
150 H -7.0237 2.2311 7.9045  C145 1.089
151 H -7.2712 1.0900 6.5728  C145 1.097
152 H -8.4426 -0.2004 8.0938  O146 0.961
153 C 0.4766 4.8952 -11.6593  C154 1.518, H156 1.091, H157 1.092, H158 1.092
154 C 1.9078 5.1081 -11.2011  C153 1.518, O155 1.423, H159 1.089, H160 1.096
155 O 2.0036 6.1951 -10.2876  C154 1.423, H161 0.965
156 H 0.0923 5.7991 -12.1332  C153 1.091
157 H 0.4097 4.0701 -12.3710  C153 1.092
158 H -0.1702 4.6736 -10.8072  C153 1.092
159 H 2.5487 5.3481 -12.0487  C154 1.089
160 H 2.2960 4.2008 -10.7245  C154 1.096
161 H 1.4472 5.9856 -9.5275  O155 0.965
162 C 3.8319 7.5149 7.1723  C163 1.516, H165 1.090, H166 1.090, H167 1.092
163 C 4.3941 6.3158 6.4340  C162 1.516, O164 1.431, H168 1.089, H169 1.095
164 O 3.4991 5.8603 5.4146  C163 1.431, H170 0.962
165 H 2.8707 7.2671 7.6232  C162 1.090
166 H 4.5125 7.8463 7.9572  C162 1.090
167 H 3.6646 8.3476 6.4852  C162 1.092
168 H 4.5421 5.4810 7.1181  C163 1.089
169 H 5.3594 6.5624 5.9800  C163 1.095
170 H 3.3688 6.5880 4.7993  O164 0.962

## Properties
LUMO level (eV): -2.90
Relative energy (zero: lowest compared OMol25 entry of this formula, charge and spin) (kJ/mol): 85.7
Energy (Eh): -5442.5649
Total charge: +1
E_HOMO (eV): -10.9000
Strongest force on any atom (eV/A): 2.88